No. 1
The following is a DFT calculation (ωB97M-V/def2-TZVPD) of a structure of composition C33H36N7O2Se2Ta.

Positions of all 81 atoms, in Å:
Ta  0.3372  -0.1771  0.3426
C  3.4139  0.8987  0.7773
N  2.6461  0.0241  -0.1729
C  2.9255  0.5355  -1.5703
C  3.2206  -1.3342  -0.1809
C  4.5703  -1.6237  -0.0951
C  4.9643  -2.9577  -0.0873
C  4.0196  -3.9752  -0.1493
C  2.6686  -3.6784  -0.2647
C  2.2879  -2.3419  -0.3216
N  0.9408  -1.8776  -0.3681
C  -0.0681  -2.7651  -0.8846
C  0.1629  -3.6350  -1.9427
C  -0.8910  -4.4154  -2.3971
C  -2.1434  -4.3171  -1.8056
C  -2.3707  -3.4281  -0.7599
C  -1.3204  -2.6492  -0.3075
N  -1.3997  -1.7084  0.8309
C  -1.1665  -2.5342  2.0754
C  -2.8056  -1.1927  0.9568
H  4.4365  1.0128  0.4234
H  3.4321  0.4558  1.7684
H  2.9619  1.8845  0.8118
H  3.9715  0.3342  -1.7951
H  2.7675  1.6048  -1.6245
H  2.3112  -0.0030  -2.2927
H  5.3252  -0.8529  -0.0188
H  6.0161  -3.2006  -0.0164
H  4.3368  -5.0086  -0.1077
H  1.9388  -4.4749  -0.2930
H  1.1301  -3.6881  -2.4233
H  -0.7337  -5.1011  -3.2189
H  -2.9573  -4.9358  -2.1591
H  -3.3590  -3.3790  -0.3256
H  -1.9151  -3.3244  2.1040
H  -1.2770  -1.9139  2.9612
H  -0.1816  -2.9921  2.0381
H  -3.4571  -2.0074  1.2656
H  -3.1616  -0.8094  0.0070
H  -2.8555  -0.4307  1.7301
Se  0.4777  3.0317  2.8198
Se  -0.9513  1.2086  2.7008
C  0.3536  -0.0178  3.3838
C  0.5476  -0.2381  4.7257
C  1.5462  -1.1353  5.1016
C  2.2820  -1.7758  4.1107
C  2.0106  -1.5111  2.7848
N  1.0598  -0.6230  2.4061
C  0.7573  3.2209  0.9436
C  1.0396  4.5320  0.5833
C  1.2027  4.8663  -0.7467
C  1.0207  3.8616  -1.6895
C  0.7536  2.5882  -1.2535
N  0.6575  2.2099  0.0507
H  -0.0613  0.2720  5.4609
H  1.7373  -1.3342  6.1493
H  3.0564  -2.4886  4.3602
H  2.5570  -2.0183  2.0029
H  1.0876  5.2968  1.3490
H  1.4226  5.8853  -1.0388
H  1.0872  4.0566  -2.7512
H  0.6208  1.8165  -1.9942
O  -6.6382  4.2335  -1.0740
C  -5.3488  4.7039  -0.8345
N  -4.4805  3.7109  -1.4791
C  -3.4181  3.1692  -0.9021
O  -2.9326  3.4685  0.1843
C  -2.6936  2.0525  -1.6487
C  -2.5088  1.8637  -3.0128
C  -1.6228  0.8724  -3.4483
C  -0.9240  0.1278  -2.5279
N  -1.1220  0.2898  -1.1903
C  -2.0167  1.2112  -0.7918
H  -7.2780  4.9562  -1.0544
H  -5.0889  4.7256  0.2253
H  -5.1676  5.6836  -1.2816
H  -4.8673  3.3165  -2.3259
H  -3.0174  2.4835  -3.7428
H  -1.4660  0.6924  -4.5036
H  -0.2255  -0.6454  -2.8270
H  -2.1707  1.3625  0.2662

## Properties
E_HOMO (eV): -18.6
Total charge: +4
Molecular weight (g/mol): 901.566
LUMO energy (eV): -13.43
Relative energy (zero: lowest compared OMol25 entry of this formula, charge and spin) (kcal per mole): 0.0
Frontier orbital gap (Eh): 0.1918

***

No. 2
The following is a DFT calculation (ωB97M-V/def2-TZVPD) of a structure of composition C33H36N7Sc.

Positions of all 77 atoms, in Å:
Sc  -0.0692  0.5848  -0.1202
C  0.6460  3.5973  -1.8186
C  1.0408  2.3980  -2.6212
C  1.8308  2.5674  -3.7579
C  2.1601  1.4801  -4.5340
C  1.6483  0.2325  -4.1953
C  0.8639  0.1207  -3.0692
N  0.6040  1.1787  -2.2567
C  0.1953  -1.1533  -2.6967
C  0.2041  -2.2951  -3.4830
C  -0.5000  -3.4049  -3.0468
C  -1.1940  -3.3574  -1.8479
C  -1.1530  -2.1863  -1.1108
N  -0.4719  -1.1188  -1.5402
C  -1.8092  -2.0228  0.2105
C  -2.8159  -2.8581  0.6414
C  -3.3580  -2.6537  1.9058
C  -2.8564  -1.6421  2.6947
C  -1.8424  -0.8231  2.2038
C  -1.2843  0.2712  3.0597
N  -1.3446  -1.0001  0.9698
H  0.5275  4.4541  -2.4802
H  1.4111  3.8449  -1.0816
H  -0.2965  3.4375  -1.2996
H  2.1660  3.5612  -4.0198
H  2.7807  1.5964  -5.4122
H  1.8567  -0.6251  -4.8162
H  0.7359  -2.3269  -4.4214
H  -0.5077  -4.3085  -3.6414
H  -1.7328  -4.2225  -1.4914
H  -3.1893  -3.6478  0.0067
H  -4.1557  -3.2890  2.2666
H  -3.2371  -1.4709  3.6923
H  -1.0854  -0.1042  4.0634
H  -2.0030  1.0877  3.1554
H  -0.3524  0.6804  2.6649
C  -5.6757  1.3452  -0.2804
C  -4.6869  0.8421  -1.1146
C  -3.3561  1.1178  -0.8426
C  -3.0242  1.9026  0.2555
C  -4.0085  2.4110  1.0954
C  -5.3352  2.1269  0.8183
N  -1.6322  2.1059  0.4915
N  -1.3114  3.0616  1.2296
C  0.0683  3.1774  1.4917
C  0.4364  4.3080  2.2143
C  1.7789  4.5136  2.4959
C  2.7114  3.5834  2.0640
C  2.3099  2.4485  1.3526
C  0.9791  2.1998  1.0326
H  -6.7159  1.1348  -0.4886
H  -4.9533  0.2501  -1.9797
H  -2.5813  0.7535  -1.5143
H  -3.7315  3.0208  1.9442
H  -6.1109  2.5191  1.4619
H  -0.3233  5.0076  2.5384
H  2.0932  5.3875  3.0495
H  3.7604  3.7382  2.2829
H  3.0937  1.7620  1.0395
C  3.2436  -2.3998  2.3336
C  2.9375  -2.7588  0.8788
C  2.5810  -4.2363  0.7678
C  4.1220  -2.4304  -0.0224
N  1.7371  -2.0445  0.3630
N  1.8032  -0.6146  0.4767
H  4.0619  -3.0150  2.7065
H  2.3773  -2.5817  2.9752
H  3.5639  -1.3617  2.4558
H  3.4124  -4.8522  1.1075
H  2.3544  -4.5009  -0.2654
H  1.7156  -4.4796  1.3903
H  4.9847  -3.0314  0.2624
H  4.4305  -1.3849  0.0631
H  3.8836  -2.6480  -1.0646
H  0.9385  -2.3302  0.9226
H  2.5341  -0.3079  -0.1648
H  2.1214  -0.3215  1.4034

## Properties
E_HOMO (eV): -13.7
Total charge: +2
Molecular weight (g/mol): 575.656
LUMO energy (eV): -6.32
Frontier orbital gap (Eh): 0.2725

***

No. 3
The following is a DFT calculation (ωB97M-V/def2-TZVPD) of a structure of composition C33H36NO3PSTm.

Positions of all 76 atoms, in Å:
Tm  -0.5409  0.0711  0.2082
C  -2.8019  0.1642  4.6506
C  -3.2495  -0.6690  3.6395
C  -2.3374  -1.3170  2.8213
C  -0.9660  -1.1590  3.0311
C  -0.5229  -0.3270  4.0621
C  -1.4388  0.3346  4.8621
P  0.1953  -2.1190  1.9658
C  0.4964  -3.6325  2.9444
C  -0.2552  -3.9910  4.0581
C  0.0361  -5.1623  4.7431
C  1.0705  -5.9833  4.3214
C  1.8157  -5.6376  3.2028
C  1.5219  -4.4754  2.5102
C  1.6876  -1.0651  2.1372
C  2.7779  -1.3452  2.9508
C  3.8285  -0.4404  3.0113
C  3.7769  0.7133  2.2455
C  2.6735  0.9711  1.4416
C  1.5755  0.1062  1.3446
H  -3.5147  0.6867  5.2760
H  -4.3097  -0.8142  3.4781
H  -2.6899  -1.9727  2.0319
H  0.5386  -0.2144  4.2400
H  -1.0905  0.9797  5.6585
H  -1.0613  -3.3563  4.4007
H  -0.5480  -5.4304  5.6137
H  1.2907  -6.8964  4.8584
H  2.6258  -6.2750  2.8727
H  2.0982  -4.2054  1.6320
H  2.8120  -2.2499  3.5449
H  4.6781  -0.6329  3.6537
H  4.6004  1.4170  2.2772
H  2.6841  1.8779  0.8440
N  1.8096  -2.7252  -3.4666
C  0.3877  -2.7325  -3.1321
C  0.1498  -1.8292  -1.9300
O  -0.9421  -1.6294  -1.4181
O  1.2251  -1.2694  -1.4364
H  2.2288  -3.6416  -3.3931
H  1.9679  -1.5836  -2.0299
H  1.9887  -2.3733  -4.3964
H  0.0202  -3.7238  -2.8657
H  -0.2434  -2.3778  -3.9465
C  0.4750  3.6334  -2.9047
S  1.0606  2.6073  -1.5367
O  0.2227  1.3416  -1.6219
C  0.3467  3.5434  -0.1772
C  -1.0336  3.6527  -0.0576
C  -1.5594  4.3445  1.0204
C  -0.7167  4.9152  1.9641
C  0.6603  4.8025  1.8346
C  1.1986  4.1163  0.7583
H  -0.5963  3.7941  -2.8223
H  0.7151  3.1152  -3.8315
H  1.0132  4.5791  -2.8526
H  -1.6967  3.1881  -0.7757
H  -2.6319  4.4327  1.1183
H  -1.1352  5.4451  2.8096
H  1.3161  5.2424  2.5735
H  2.2723  4.0363  0.6462
C  -6.1755  0.7527  0.8276
C  -5.1707  1.9073  0.9313
C  -5.4763  2.9543  -0.1503
C  -5.2643  2.5638  2.3164
C  -3.8100  1.3827  0.7243
C  -2.6887  0.9533  0.5132
H  -7.1857  1.1127  1.0336
H  -5.9379  -0.0308  1.5485
H  -6.1565  0.3161  -0.1712
H  -6.5219  3.2624  -0.0930
H  -5.2849  2.5482  -1.1440
H  -4.8517  3.8386  -0.0161
H  -6.2263  3.0674  2.4311
H  -4.4669  3.2969  2.4479
H  -5.1736  1.8183  3.1060

## Properties
E_HOMO (alpha / beta) (eV): -10.5 / -10.5
<S²>: 2.0020
Total charge: +1
Molecular weight (g/mol): 726.630
Spin multiplicity: 3
LUMO energy (alpha / beta) (eV): -2.17 / -2.17
Relative energy (zero: lowest compared OMol25 entry of this formula, charge and spin) (kcal per mole): 0.0
Frontier orbital gap (alpha / beta) (Eh): 0.3077 / 0.3077

***

> Which of these has the highest molecular weight?

C33H36N7O2Se2Ta